[1]
2 unconnected molecules or ions with the total composition C6H9ClN2O, computed with ωB97M-V with the def2-TZVPD basis set.

Element x y z (Å)
C1 0.483 1.294 -0.463
C2 -1.286 -1.997 -0.274
C3 0.095 2.037 -1.534
C4 1.965 -0.637 -0.145
C5 0.510 1.783 1.050
C6 -2.497 -1.650 0.434
N1 1.071 0.116 -0.605
N2 -0.190 -2.238 -0.570
O1 2.311 -1.884 -0.331
Cl1 3.058 -0.049 1.111
H1 0.287 1.642 -2.525
H2 -0.664 2.883 -1.535
H3 1.585 1.824 1.374
H4 0.068 1.054 1.754
H5 0.073 2.746 0.941
H6 -3.217 -1.637 -0.364
H7 -2.372 -0.578 0.740
H8 -2.693 -2.326 1.364
H9 1.412 -2.384 -0.421

Cartesian forces, eV/Å:
2.805 -4.284 7.282
2.980 -0.749 0.851
-2.549 3.455 -4.495
1.706 0.810 1.749
1.125 -0.729 -2.009
0.041 0.508 0.963
-1.518 1.224 -2.722
-2.898 -0.255 -0.046
-2.048 -1.932 -0.911
0.677 0.647 0.593
0.222 0.103 0.070
0.994 -1.307 0.450
-1.052 0.456 -0.350
-0.347 0.581 -0.483
-0.565 0.900 1.080
-1.209 -0.282 0.305
-0.145 -0.937 0.014
0.212 1.154 -2.032
1.570 0.636 -0.310

E_tot ... -23912.346 eV
Energy relative to the best compared isomer or geometry (same formula, charge and spin) ... 0.0 kcal/mol
LUMO level (alpha / beta) ... 0.338 / -1.788 eV
Molar mass ... 160.6 g/mol
Spin multiplicity ... 3
⟨S²⟩ ... 2.01
Highest occupied orbital energy (alpha / beta) ... -5.0 / -9.4 eV
Frontier orbital gap (alpha / beta) ... 5.3344 / 7.5874 eV

[2]
A gas-phase ion, C6H9ClN4 (charge +2), computed with ωB97M-V with the def2-TZVPD basis set.

Element x y z (Å)
C1 1.205 0.645 1.662
C2 0.862 0.577 0.150
Cl1 0.964 2.223 -0.734
C3 2.038 -0.226 -0.652
N1 2.099 -1.525 -0.604
N2 2.232 -2.604 -0.658
C4 -0.570 0.070 -0.059
C5 -1.222 -1.164 -0.198
N3 -2.489 -0.948 -0.476
C6 -2.761 0.376 -0.519
N4 -1.614 0.950 -0.279
H1 2.212 0.931 1.846
H2 0.906 -0.365 1.972
H3 0.765 1.468 2.224
H4 1.830 0.125 -1.680
H5 2.927 0.245 -0.410
H6 -0.907 -2.231 -0.041
H7 -3.195 -1.653 -0.566
H8 -3.634 1.031 -0.691
H9 -1.647 2.073 -0.286

Cartesian forces, eV/Å:
-0.667 0.032 -1.137
0.194 0.681 0.201
0.115 -1.120 0.948
-3.738 5.849 -1.083
0.555 -4.106 0.052
-0.089 -0.837 0.177
-0.791 -0.814 -0.900
3.508 -1.030 1.059
-3.180 1.418 -0.432
0.193 -0.375 0.071
0.267 4.754 0.078
1.345 -0.613 -0.197
0.390 0.445 0.862
-1.163 -0.349 -0.241
0.230 -0.810 -0.079
2.142 0.558 0.864
-0.051 1.463 -0.264
-0.291 -0.462 -0.116
0.087 -1.330 0.000
0.944 -3.353 0.136

Charge ... +2
E_tot ... -24831.286 eV
Energy relative to the best compared isomer or geometry (same formula, charge and spin) ... 23.9 kcal/mol
LUMO level ... -9.112 eV
Molar mass ... 172.6 g/mol
Highest occupied orbital energy ... -18.1 eV
Frontier orbital gap ... 9.0144 eV

[3]
A single C6H9ClNP molecule, computed with ωB97M-V with the def2-TZVPD basis set.

Element x y z (Å)
C1 -0.251 -1.457 2.260
P1 -0.945 0.201 1.811
N1 -0.241 0.425 0.379
C2 0.659 1.432 0.163
C3 1.416 1.607 -0.954
C4 1.443 0.629 -1.957
C5 0.624 -0.466 -1.897
C6 -0.579 -0.552 -1.033
Cl1 -2.014 0.245 -1.753
H1 -0.737 -1.805 3.127
H2 0.811 -1.472 2.119
H3 -0.714 -2.203 1.614
H4 -2.047 -0.269 1.283
H5 0.943 2.143 1.009
H6 2.149 2.364 -0.778
H7 2.234 0.620 -2.643
H8 0.804 -1.331 -2.550
H9 -0.828 -1.701 -0.965

Cartesian forces, eV/Å:
-1.561 0.000 -1.637
0.981 -0.022 3.536
1.178 -0.812 -5.463
0.781 0.602 0.481
-0.705 0.502 1.553
-1.281 -1.892 0.669
0.338 0.536 -0.521
1.364 0.155 1.371
-0.136 -0.089 0.106
0.437 -0.071 2.070
0.543 -0.149 0.674
0.416 0.055 -0.850
-2.762 -0.945 -0.651
-1.026 -1.326 -0.806
0.427 0.403 -0.806
0.993 0.015 -0.999
-0.165 0.498 0.234
0.178 2.538 1.040

E_tot ... -29666.512 eV
Energy relative to the best compared isomer or geometry (same formula, charge and spin) ... 0.0 kcal/mol
LUMO level ... 0.662 eV
Molar mass ... 161.6 g/mol
Highest occupied orbital energy ... -7.9 eV
Frontier orbital gap ... 8.5419 eV